#a
The following is a quantum chemistry calculation of 2 unconnected molecules or ions with the total composition C3H11ClN2Si, from OMol25.

XYZ file:
```
18
C3H11ClN2Si, DFT wB97M-V/def2-TZVPD
C -1.7828 -1.6068 1.2442
C -2.1888 -0.1279 -0.7577
C -0.2246 1.4826 0.2260
N -1.4742 -0.5256 0.4586
N -0.5371 0.2566 0.8525
Si 3.3537 -0.2132 -0.4683
Cl 5.2068 -0.2891 0.2096
H -2.4414 -2.3649 0.8158
H -1.0323 -1.7860 1.9901
H 2.4647 -0.5207 0.5792
H -3.0820 -0.7914 -0.9985
H -2.5307 0.8490 -0.6343
H -1.4087 -0.0710 -1.4168
H 0.3839 2.1054 0.9078
H 0.3173 1.5060 -0.7157
H -1.0291 2.2825 0.1005
H 3.0028 1.0792 -0.9184
H 3.0026 -1.2647 -1.4746
```

Properties
Charge ... 0
2S+1 ... 1

***

#b
The following is a quantum chemistry calculation of a single C3H11ClN2Si molecule, from OMol25.

XYZ file:
```
18
C3H11ClN2Si, DFT wB97M-V/def2-TZVPD
C 1.0115 -1.3582 -1.0573
C -0.8491 -0.8872 1.5257
C -1.7468 0.3917 -1.5782
N 0.5628 1.5450 0.3889
N 1.1092 1.4926 1.5573
Si -0.4041 -0.2012 -0.2253
Cl 3.0560 0.6540 1.5605
H 0.5928 -2.3882 -0.9842
H 1.0716 -1.1959 -2.2125
H 2.0215 -1.2476 -0.6265
H -0.3816 -1.9248 1.6704
H -0.2985 -0.1669 2.2537
H -1.8948 -0.8838 1.6915
H -1.3354 0.8195 -2.4851
H -2.4826 -0.3589 -1.8706
H -2.3129 1.1844 -1.1926
H 0.9406 2.1294 -0.3451
H 1.3398 2.3959 1.9294
```

Properties
Charge ... 0
SMILES string ... C[Si](C)(C)NNCl
2S+1 ... 1

***

The structure with the least stability is #a.

***

#a
The following is a quantum chemistry calculation of a single C24H14F2N4O3S molecule, from OMol25.

XYZ file:
```
48
C24H14F2N4O3S, DFT wB97M-V/def2-TZVPD
O -0.7436 -2.4764 1.8160
O -2.8352 0.4682 -0.0221
F -8.0881 3.5303 -1.6225
F 3.9622 -2.4033 1.4008
N 5.4650 1.1616 -0.6873
N 7.5662 2.0091 -1.3469
O 4.9610 -1.1646 -0.8940
S 9.3338 0.3621 -2.5772
C -1.2090 -1.3953 1.3920
C -3.3741 -0.1471 0.9008
C 8.8177 -1.3297 -2.6602
C -3.2570 -1.8095 2.7195
C -4.6250 -1.5531 2.9865
C -2.6173 -1.1278 1.6923
C 7.5956 -1.5280 -2.0868
C -5.2908 -0.5725 2.3347
C 6.3479 2.1571 -0.8108
C 5.7862 -0.0842 -1.0490
C 7.8877 0.7987 -1.7353
C -7.7153 1.4059 -0.5815
C -6.0690 3.1501 -0.4580
C 2.7371 -0.2744 -1.2736
C 1.4023 -0.1256 -0.8913
C 1.8754 -1.4560 1.0759
C -6.8682 0.5391 0.1354
C -5.1868 2.2824 0.2262
C -7.2997 2.6794 -0.9208
C 3.1759 -1.5956 0.6690
C 3.6388 -0.9826 -0.5066
C 7.0737 -0.2843 -1.5752
C 0.9523 -0.7112 0.3144
C -5.5543 0.9348 0.4698
N -0.4161 -0.5663 0.6165
N -4.6930 0.1134 1.2463
H 9.3840 -2.1231 -3.1757
H -2.7247 -2.5159 3.3387
H -5.0813 -2.0499 3.8111
H 7.1049 -2.4811 -2.0913
H -6.2942 -0.2872 2.6339
H 6.1605 3.1710 -0.4842
H -8.7011 1.1469 -0.8898
H -5.6890 4.1337 -0.7186
H 3.1392 0.2068 -2.1781
H 0.7423 0.4156 -1.5612
H 1.5750 -2.0036 1.9524
H -7.2618 -0.3929 0.4252
H -4.1870 2.5949 0.5055
H -0.9031 0.1802 0.1352
```

Properties
Charge ... 0
SMILES string ... O=C(Nc1ccc(Oc2ncnc3sccc23)c(F)c1)c1cccn(-c2ccc(F)cc2)c1=O
2S+1 ... 1

***

#b
The following is a quantum chemistry calculation of a single C24H14F2N4O3S molecule, from OMol25.

XYZ file:
```
48
C24H14F2N4O3S, DFT wB97M-V/def2-TZVPD
O -0.8176 -2.7402 0.6973
O 2.7054 -0.7062 1.1562
F 9.0102 -0.1304 1.6811
F -4.6609 -0.2791 -0.4192
N -5.0451 2.8159 0.1016
N -6.9516 4.2421 0.0724
O -4.1342 2.0754 -1.9565
S -8.0930 4.9754 -2.3593
C 0.1801 -2.0047 0.7246
C 2.7491 -1.9303 1.1061
C -7.3342 4.2567 -3.7796
C 1.5976 -4.0609 0.7856
C 2.8759 -4.7237 0.8327
C 1.4902 -2.6603 0.8824
C -6.2176 3.5253 -3.4397
C 4.0435 -3.9941 1.0456
C -6.0032 3.4960 0.6933
C -5.0458 2.8116 -1.2350
C -6.9493 4.2011 -1.2480
C 7.5675 -1.5738 0.5598
C 6.7075 -0.3705 2.4857
C -1.8411 1.9220 -1.2897
C -0.8003 1.2721 -0.6359
C -2.3482 -0.3966 0.1008
C 6.3031 -2.1788 0.4089
C 5.4471 -0.9953 2.3403
C 7.7598 -0.6539 1.5763
C -3.4079 0.2703 -0.5141
C -3.1492 1.4292 -1.2419
C -6.0126 3.4714 -1.9673
C -1.0382 0.0738 0.0454
C 5.2293 -1.8620 1.2889
N 0.0881 -0.6551 0.5122
N 4.0006 -2.5753 1.1910
H -7.7063 4.2995 -4.7961
H 0.6832 -4.6268 0.6241
H 2.8950 -5.8046 0.6762
H -5.6055 3.0027 -4.1948
H 4.9835 -4.5390 1.1546
H -6.0626 3.4461 1.7767
H 8.3598 -1.8381 -0.0895
H 6.8217 0.3248 3.3121
H -1.6327 2.8046 -1.8469
H 0.1668 1.6716 -0.6940
H -2.5951 -1.2836 0.6521
H 6.1526 -2.8812 -0.3853
H 4.6552 -0.8018 3.0305
H 0.9793 -0.1210 0.5780
```

Properties
Charge ... 0
SMILES string ... O=C(Nc1ccc(Oc2ncnc3sccc23)c(F)c1)c1cccn(-c2ccc(F)cc2)c1=O
2S+1 ... 1

***

The structure with the least stability is #b.

***

#a
The following is a quantum chemistry calculation of 12 unconnected molecules or ions with the total composition H23O12, from OMol25.

XYZ file:
```
35
H23O12, DFT wB97M-V/def2-TZVPD
O -3.8234 1.8655 1.4123
H -1.8081 0.3889 -0.5305
H 0.4706 1.3620 1.1313
O 1.4085 -2.1976 3.6360
H 0.7128 -2.6151 3.1157
H 1.1678 -1.2577 3.6286
O -0.2964 -2.2763 -4.0525
H -0.7816 -2.6978 -3.3383
O 1.1096 0.5337 1.4325
H 3.2421 -1.0055 3.7384
H 1.8836 1.1061 1.5066
O -2.0155 1.2516 -0.8928
H 1.0379 -3.6886 -2.7557
H 0.0164 3.2220 0.3067
O -0.7347 2.7968 -2.5318
H -3.3213 2.8383 -2.4028
H -0.5640 -1.3550 -4.0973
O 3.5828 -0.1049 3.7090
H 3.9505 -0.0662 2.8216
H -1.2352 2.1096 -2.9687
O 1.6577 0.1139 -1.0885
H 1.0607 0.8684 -0.9715
H 1.5672 -0.1947 -0.1527
O 0.9307 -3.2212 -1.9267
H 1.2980 -2.3523 -2.1421
H -2.9153 1.9827 1.1162
O -4.1803 2.4614 -2.1893
H -4.2742 2.6601 1.1177
H 2.1428 -2.8133 2.0111
O 2.5838 -3.6729 1.9822
H -4.0357 1.8415 -1.4670
H -0.6500 2.4832 -1.6230
O -0.3076 2.4083 0.6992
H 2.8748 -3.9249 1.1046
H -1.7202 1.8818 -0.1866
```

Properties
Charge ... -1
2S+1 ... 1

***

#b
The following is a quantum chemistry calculation of 12 unconnected molecules or ions with the total composition H23O12, from OMol25.

XYZ file:
```
35
H23O12, DFT wB97M-V/def2-TZVPD
O -0.1614 -0.4721 -0.7835
H 0.0361 0.2169 -0.1210
O -2.0624 1.4896 -0.5901
H -1.4745 0.7443 -0.6598
H -1.7969 2.1109 -1.2814
O -1.6672 1.8160 2.1411
H -1.9423 1.9047 1.2516
H -2.4910 1.8098 2.6273
O -1.4752 -0.9709 1.9120
H -0.9747 -0.4535 1.2773
H -1.1480 -0.5479 2.7174
O 2.4853 -0.1954 -1.0900
H 1.5085 -0.3287 -0.9966
H 2.7168 -1.0276 -0.6827
O -2.5147 -1.4199 -1.2784
H -2.4514 -2.2706 -0.8788
H -1.6161 -1.0986 -1.1420
O 0.9923 -2.7261 0.0859
H 0.5164 -1.8977 -0.0975
H 1.1667 -2.6713 1.0113
O 1.6386 -1.6351 2.5792
H 1.2103 -0.7894 2.4149
H 1.0816 -2.0220 3.2803
O 0.2624 -1.8079 -3.1345
H 0.9778 -2.3203 -2.7841
H 0.0844 -1.3197 -2.3064
O 1.2390 2.8078 -0.1321
H 2.1745 2.6613 -0.1742
H 1.0472 3.2361 -1.0018
O 0.8259 0.8593 1.9749
H 1.3194 1.3798 1.3443
H -0.0263 1.2296 2.2194
O 0.4140 1.5772 -2.6261
H -0.1477 1.1443 -3.2448
H 0.2526 0.9871 -1.8311
```

Properties
Charge ... -1
2S+1 ... 1

***

The structure with the least stability is #a.